(1)
Density functional theory data (ωB97M-V/def2-TZVPD) for a 2-piece molecular cluster, C6H12S2Se overall.

```
21
C6H12S2Se | the Open Molecules 2025 dataset | ωB97M-V/def2-TZVPD
C 0.0796 -0.4118 2.4427
C 1.1179 -0.1035 1.3738
C -1.3392 -0.6225 2.0642
C 0.2495 0.8691 -1.3163
C -2.2409 -1.5529 2.3850
C 0.3052 1.8294 -2.4348
S 1.5942 -1.2170 -2.0222
S 1.7224 1.6019 -3.5496
Se 0.9477 1.5112 0.2757
H 0.4998 -1.2950 3.1044
H -0.0518 0.4571 3.1725
H 2.2291 -0.1133 1.7454
H 1.1320 -0.9784 0.7326
H -1.7865 0.2890 1.6222
H -0.3238 -0.0128 -1.3327
H -1.9972 -2.4425 2.8659
H -3.3270 -1.3664 2.0677
H 0.2643 2.8723 -2.1587
H -0.5608 1.6581 -3.0928
H 1.2128 -1.7871 -3.0824
H 1.2249 0.5794 -4.2156
```

Largest force on an atom = 0.0704 Eh/bohr
Spin multiplicity = 1
HOMO-LUMO gap (spin up / spin down) = 6.8 / 6.8 eV
LUMO level (spin up / spin down) = -1.003 / -1.005 eV
Energy relative to the best compared isomer or geometry (same formula, charge and spin) = 0.005 eV
M = 227.3 u

Listed below, in e, are the natural (NBO) charges computed for each atom: number 1, C, carries -0.462; number 2, C, carries -0.586; number 3, C, carries -0.188; number 4, C, carries -0.240; number 5, C, carries -0.382; number 6, C, carries -0.646; number 7, S, carries -0.495; number 8, S, carries 0.033; number 9, Se, carries 0.459; number 10, H, carries 0.224; number 11, H, carries 0.221; number 12, H, carries 0.253; number 13, H, carries 0.262; number 14, H, carries 0.189; number 15, H, carries 0.244; number 16, H, carries 0.192; number 17, H, carries 0.206; number 18, H, carries 0.249; number 19, H, carries 0.246; number 20, H, carries 0.100; number 21, H, carries 0.123


(2)
Density functional theory data (ωB97M-V/def2-TZVPD) for an isolated ion of composition C3H6N3O and charge +1.

```
13
C3H6N3O | the Open Molecules 2025 dataset | ωB97M-V/def2-TZVPD
N 0.1221 -0.5413 1.3948
N 0.3606 -0.0870 0.1162
C -0.8483 -0.0007 -0.4537
N -1.7830 -0.8440 -0.7836
C 1.5393 0.1653 -0.4936
C 1.2377 0.8135 -1.7019
O 0.1156 0.7487 -2.2108
H 0.9693 -1.0162 1.8380
H -0.3129 0.0481 2.0837
H -1.5413 -1.8007 -0.5300
H -2.4416 -0.5437 -1.4243
H 2.4136 0.3323 0.1129
H 2.0273 1.3349 -2.3140
```

Largest force on an atom = 0.0898 Eh/bohr
Spin multiplicity = 1
Total charge = +1
HOMO-LUMO gap = 8.2 eV
Structure (SMILES) = N[N+](=C=[NH2+])/C=C\[O-]
LUMO level = -5.493 eV
Energy relative to the best compared isomer or geometry (same formula, charge and spin) = 4.143 eV
M = 100.1 u

Listed below, in e, are the natural (NBO) charges computed for each atom: number 1, N, carries -0.648; number 2, N, carries -0.130; number 3, C, carries 0.590; number 4, N, carries -0.706; number 5, C, carries -0.144; number 6, C, carries 0.307; number 7, O, carries -0.455; number 8, H, carries 0.417; number 9, H, carries 0.421; number 10, H, carries 0.426; number 11, H, carries 0.452; number 12, H, carries 0.256; number 13, H, carries 0.213


(3)
Density functional theory data (ωB97M-V/def2-TZVPD) for the molecule C5H5NO.

```
12
C5H5NO | the Open Molecules 2025 dataset | ωB97M-V/def2-TZVPD
O 2.5863 -0.4832 0.0454
C 1.8585 0.6691 0.0128
C 0.4066 0.4964 -0.2212
C -1.0424 1.0997 -0.1383
C -1.8406 0.0614 0.2018
C -1.0578 -1.2743 0.0272
N 0.1906 -0.8897 -0.3110
H 2.0179 -1.3652 0.2966
H 2.5456 1.5258 0.2746
H -1.2102 2.2815 -0.3096
H -2.9305 0.2654 0.3858
H -1.5240 -2.3868 -0.2639
```

Largest force on an atom = 0.0758 Eh/bohr
Spin multiplicity = 1
HOMO-LUMO gap = 8.1 eV
Structure (SMILES) = O/C=C1/C=CC=N1
LUMO level = -0.369 eV
Energy relative to the best compared isomer or geometry (same formula, charge and spin) = 3.940 eV
M = 95.1 u

Listed below, in e, are the natural (NBO) charges computed for each atom: number 1, O, carries -0.682; number 2, C, carries 0.270; number 3, C, carries -0.051; number 4, C, carries -0.219; number 5, C, carries -0.302; number 6, C, carries 0.019; number 7, N, carries -0.496; number 8, H, carries 0.543; number 9, H, carries 0.215; number 10, H, carries 0.244; number 11, H, carries 0.228; number 12, H, carries 0.231


(4)
Density functional theory data (ωB97M-V/def2-TZVPD) for a 2-piece molecular cluster, C3H5N3O overall.

```
12
C3H5N3O | the Open Molecules 2025 dataset | ωB97M-V/def2-TZVPD
N -1.7699 -0.8516 0.9713
C -0.6550 -1.5835 1.1203
N 0.3374 -2.1698 1.2745
C 1.6009 0.5203 0.0339
O 1.8754 -0.5389 -0.6698
C 0.7108 1.4221 -0.7247
N -0.5606 1.3598 -0.6120
H -2.5675 -1.3767 0.6365
H -1.5819 0.0128 0.4428
H 2.3808 -1.1528 -0.1081
H 1.2376 2.2256 -1.2617
H -1.0079 2.1325 -1.1029
```

Largest force on an atom = 0.0211 Eh/bohr
Spin multiplicity = 1
HOMO-LUMO gap = 9.4 eV
LUMO level = 0.314 eV
Energy relative to the best compared isomer or geometry (same formula, charge and spin) = 4.287 eV
M = 99.1 u

Listed below, in e, are the natural (NBO) charges computed for each atom: number 1, N, carries -0.872; number 2, C, carries 0.444; number 3, N, carries -0.450; number 4, C, carries 0.269; number 5, O, carries -0.608; number 6, C, carries 0.002; number 7, N, carries -0.681; number 8, H, carries 0.401; number 9, H, carries 0.446; number 10, H, carries 0.518; number 11, H, carries 0.178; number 12, H, carries 0.353


(5)
Density functional theory data (ωB97M-V/def2-TZVPD) for the molecule C5H11NOS.

```
19
C5H11NOS | the Open Molecules 2025 dataset | ωB97M-V/def2-TZVPD
C 1.4168 1.3586 0.5189
C 0.8575 0.0759 -0.0954
S 2.1821 -1.0592 -0.5951
C -0.1682 0.3533 -1.2106
C -1.2975 0.2491 -0.1573
N -2.5116 -0.3809 -0.5888
C -0.3050 -0.5293 0.7555
O -0.5014 -1.9020 0.5549
H 2.0595 1.8504 -0.1686
H 1.9923 1.1620 1.4331
H 0.6113 2.0388 0.8257
H 2.9831 -0.8870 0.4610
H -0.0404 1.2864 -1.7834
H -0.2725 -0.4856 -1.9381
H -1.5475 1.2300 0.2803
H -2.3472 -1.3995 -0.7347
H -3.2052 -0.3402 0.1496
H -0.2793 -0.3005 1.8287
H 0.3732 -2.3202 0.4643
```

Largest force on an atom = 0.0238 Eh/bohr
Spin multiplicity = 1
HOMO-LUMO gap = 9.8 eV
Structure (SMILES) = C[C@]1(S)C[C@@H](N)[C@H]1O
LUMO level = 0.682 eV
Energy relative to the best compared isomer or geometry (same formula, charge and spin) = 1.417 eV
M = 133.2 u

Listed below, in e, are the natural (NBO) charges computed for each atom: number 1, C, carries -0.616; number 2, C, carries -0.162; number 3, S, carries -0.029; number 4, C, carries -0.423; number 5, C, carries -0.053; number 6, N, carries -0.822; number 7, C, carries 0.064; number 8, O, carries -0.734; number 9, H, carries 0.221; number 10, H, carries 0.210; number 11, H, carries 0.214; number 12, H, carries 0.120; number 13, H, carries 0.216; number 14, H, carries 0.223; number 15, H, carries 0.193; number 16, H, carries 0.373; number 17, H, carries 0.357; number 18, H, carries 0.159; number 19, H, carries 0.486


(6)
Density functional theory data (ωB97M-V/def2-TZVPD) for a 2-piece molecular cluster, CH6BNO2 overall.

```
11
CH6BNO2 | the Open Molecules 2025 dataset | ωB97M-V/def2-TZVPD
B -0.9562 -0.2409 0.2442
C 1.4901 -0.4880 -0.4260
N 0.1383 -0.1478 -0.6894
O -3.0901 0.2165 -0.3936
O -1.1642 -0.5060 1.5786
H 1.9646 -0.8084 -1.3036
H 2.0055 0.4348 -0.1396
H 1.7060 -1.2884 0.2300
H -0.0702 0.4045 -1.4492
H -3.6483 0.3672 0.3945
H -2.1054 -0.4968 1.7875
```

Largest force on an atom = 0.1110 Eh/bohr
Spin multiplicity = 1
HOMO-LUMO gap = 9.5 eV
LUMO level = 0.367 eV
Energy relative to the best compared isomer or geometry (same formula, charge and spin) = 1.752 eV
M = 74.9 u

Listed below, in e, are the natural (NBO) charges computed for each atom: number 1, B, carries 1.335; number 2, C, carries -0.403; number 3, N, carries -0.923; number 4, O, carries -1.073; number 5, O, carries -0.927; number 6, H, carries 0.202; number 7, H, carries 0.191; number 8, H, carries 0.218; number 9, H, carries 0.418; number 10, H, carries 0.428; number 11, H, carries 0.532


(7)
Density functional theory data (ωB97M-V/def2-TZVPD) for a 11-piece molecular cluster, C13H48N14O11 overall.

```
86
C13H48N14O11 | the Open Molecules 2025 dataset | ωB97M-V/def2-TZVPD
C -3.2750 2.0657 3.4308
O -2.3398 1.6717 2.4868
H -3.5902 1.1683 3.9632
H -2.7150 2.6129 4.1891
H -4.1094 2.6737 3.0810
H -2.7712 1.1189 1.8311
C 3.9475 2.0354 0.4216
O 3.6972 3.2111 1.1900
H 4.9772 1.7198 0.5894
H 3.3376 1.1941 0.7508
H 3.8241 2.2515 -0.6397
H 2.8566 3.2076 1.6537
C 3.1524 -0.9278 3.4048
O 2.6123 0.0530 2.8649
N 4.4095 -1.0661 3.4619
N 2.5869 -1.9059 4.0022
H 5.0319 -0.3083 3.2200
H 4.8116 -1.9079 3.8491
H 3.1866 -2.5194 4.5352
H 1.6164 -1.7603 4.2408
C -1.5824 -4.4949 -0.2868
O -0.4501 -4.8533 -0.4842
N -2.6458 -5.2117 -0.6266
N -1.8784 -3.4785 0.4284
H -3.4241 -4.9612 -0.0336
H -2.4903 -6.0158 -1.2177
H -2.8671 -3.3151 0.5550
H -1.0595 -2.9611 0.7143
C -4.6674 -0.5078 0.1003
O -3.7385 -0.1063 0.6946
N -5.7576 -1.0120 0.6105
N -4.6663 -0.6030 -1.1702
H -6.5622 -0.9135 0.0080
H -5.6741 -0.8858 1.6092
H -3.8046 -0.5437 -1.6937
H -5.5586 -0.8796 -1.5541
C -0.4521 3.2007 -4.1023
O -1.3028 4.0674 -4.0629
N 0.5760 3.1711 -4.8301
N -0.6049 2.1275 -3.4156
H 0.7378 4.0100 -5.3688
H 1.3481 2.5369 -4.6828
H -1.4661 1.9445 -2.9207
H 0.1814 1.5507 -3.1526
C -0.6147 -1.1311 5.0253
O -0.9106 -1.0797 6.2112
N -0.2993 -2.1848 4.3504
N -0.1610 -0.0637 4.3842
H -0.4247 -3.1526 4.6106
H -0.1094 -2.0407 3.3689
H -0.1420 0.7714 4.9520
H -0.1223 -0.0470 3.3751
C -3.3499 3.1120 -1.3044
O -2.7426 2.0721 -1.4782
N -4.3403 3.2400 -0.5578
N -2.9641 4.2520 -1.7660
H -4.6560 4.1701 -0.3229
H -4.5448 2.4769 0.0715
H -2.3486 4.1565 -2.5610
H -3.7085 4.9253 -1.6529
C -0.1042 -0.4798 0.6137
O -0.3132 -1.0160 1.6439
N -1.1040 -0.1341 -0.2325
N 1.0585 -0.0309 0.1457
H -0.9260 0.4704 -1.0218
H -2.0647 -0.3850 -0.0473
H 1.1926 0.4068 -0.7546
H 1.7448 -0.1813 0.8713
C 0.6066 -0.7453 -4.5675
C 1.8387 -0.5163 -3.6921
O 1.6957 0.6039 -2.8669
H -0.3539 -0.9033 -4.0772
H 0.7934 -1.7013 -5.0567
H 0.4073 0.0189 -5.3188
H 2.6013 -0.4728 -4.4697
H 1.8952 -1.4144 -3.0770
H 2.4597 1.1552 -3.0511
C 4.5391 -1.4300 -0.4989
C 5.5828 -1.3148 -1.5466
O 5.8770 0.0410 -1.9540
H 3.5250 -1.0967 -0.7196
H 4.6678 -0.8950 0.4420
H 4.3883 -2.4609 -0.1786
H 5.1651 -1.7347 -2.4617
H 6.3251 -2.0308 -1.1937
H 6.5036 0.3176 -1.2813
```

Largest force on an atom = 0.1587 Eh/bohr
Spin multiplicity = 2
<S²> = 0.75
Total charge = -1
HOMO-LUMO gap (spin up / spin down) = 1.5 / 8.6 eV
LUMO level (spin up / spin down) = 1.846 / 1.795 eV
Energy relative to the best compared isomer or geometry (same formula, charge and spin) = 2.194 eV
M = 576.6 u

Listed below, in e, are the Mulliken charges computed for each atom: number 1, C, carries -0.886; number 2, O, carries -0.200; number 3, H, carries 0.336; number 4, H, carries 0.258; number 5, H, carries 0.318; number 6, H, carries 0.360; number 7, C, carries 0.204; number 8, O, carries -0.589; number 9, H, carries 0.184; number 10, H, carries -0.328; number 11, H, carries 0.223; number 12, H, carries 0.327; number 13, C, carries 0.687; number 14, O, carries -0.691; number 15, N, carries -0.351; number 16, N, carries -0.366; number 17, H, carries 0.279; number 18, H, carries 0.122; number 19, H, carries 0.173; number 20, H, carries 0.170; number 21, C, carries 0.286; number 22, O, carries -0.641; number 23, N, carries -0.451; number 24, N, carries -0.148; number 25, H, carries 0.246; number 26, H, carries 0.289; number 27, H, carries 0.100; number 28, H, carries 0.108; number 29, C, carries -9.099; number 30, O, carries 3.776; number 31, N, carries 0.182; number 32, N, carries 1.769; number 33, H, carries 0.477; number 34, H, carries 0.752; number 35, H, carries 0.225; number 36, H, carries 0.527; number 37, C, carries 0.602; number 38, O, carries -0.820; number 39, N, carries -0.304; number 40, N, carries 0.152; number 41, H, carries 0.245; number 42, H, carries 0.157; number 43, H, carries 0.052; number 44, H, carries 0.057; number 45, C, carries 0.547; number 46, O, carries -0.748; number 47, N, carries -0.409; number 48, N, carries -0.027; number 49, H, carries 0.161; number 50, H, carries 0.387; number 51, H, carries 0.139; number 52, H, carries 0.090; number 53, C, carries -0.190; number 54, O, carries -0.154; number 55, N, carries -0.252; number 56, N, carries -0.260; number 57, H, carries 0.218; number 58, H, carries 0.150; number 59, H, carries 0.179; number 60, H, carries 0.186; number 61, C, carries 1.298; number 62, O, carries -0.854; number 63, N, carries 0.440; number 64, N, carries 0.341; number 65, H, carries -0.135; number 66, H, carries -0.118; number 67, H, carries -0.322; number 68, H, carries -0.364; number 69, C, carries -1.500; number 70, C, carries -0.081; number 71, O, carries -0.453; number 72, H, carries 0.285; number 73, H, carries 0.440; number 74, H, carries 0.346; number 75, H, carries 0.401; number 76, H, carries 0.243; number 77, H, carries 0.200; number 78, C, carries -0.194; number 79, C, carries -0.527; number 80, O, carries -0.462; number 81, H, carries -0.117; number 82, H, carries 0.025; number 83, H, carries 0.415; number 84, H, carries 0.252; number 85, H, carries 0.344; number 86, H, carries 0.310


(8)
Density functional theory data (ωB97M-V/def2-TZVPD) for an isolated ion of composition C11H12NOS2 and charge +1.

```
27
C11H12NOS2 | the Open Molecules 2025 dataset | ωB97M-V/def2-TZVPD
C 3.0020 -1.7399 -0.3833
C 2.1406 -1.5886 -1.3990
C 2.7493 -1.0512 0.8005
C 1.0335 -0.7493 -1.1983
C 1.6145 -0.2803 1.0167
C -2.0490 2.3983 0.2117
C 0.6944 -0.1141 0.0059
C -0.3918 0.7680 -0.0103
C -2.2049 -0.1121 -0.4289
C 0.3618 2.9451 0.5544
C -2.9208 -2.3621 0.6440
N -0.7455 1.9984 0.2800
O -1.1285 -2.1531 -1.3802
S -3.1399 1.2565 -0.3102
S -2.4979 -1.7350 -1.0736
H 3.8476 -2.4604 -0.4941
H 2.2426 -2.2708 -2.2326
H 3.4758 -0.8413 1.6557
H 0.4863 -0.3792 -2.0711
H 1.4713 0.1250 2.0341
H -2.1602 3.5155 0.1112
H 1.1793 2.3930 0.8691
H 0.6461 3.5950 -0.3068
H -0.0235 3.5987 1.3468
H -3.6118 -3.0626 0.4107
H -3.3885 -1.6659 1.3309
H -1.9998 -2.6256 1.1124
```

Largest force on an atom = 0.1288 Eh/bohr
Spin multiplicity = 1
Total charge = +1
HOMO-LUMO gap (spin up / spin down) = 7.3 / 7.3 eV
LUMO level (spin up / spin down) = -4.471 / -4.469 eV
Energy relative to the best compared isomer or geometry (same formula, charge and spin) = 5.979 eV
M = 238.4 u

Listed below, in e, are the natural (NBO) charges computed for each atom: number 1, C, carries -0.156; number 2, C, carries -0.211; number 3, C, carries -0.216; number 4, C, carries -0.058; number 5, C, carries -0.158; number 6, C, carries -0.348; number 7, C, carries -0.279; number 8, C, carries 0.470; number 9, C, carries -0.583; number 10, C, carries -0.401; number 11, C, carries -0.776; number 12, N, carries -0.331; number 13, O, carries -0.928; number 14, S, carries 0.750; number 15, S, carries 1.330; number 16, H, carries 0.243; number 17, H, carries 0.244; number 18, H, carries 0.238; number 19, H, carries 0.224; number 20, H, carries 0.223; number 21, H, carries 0.276; number 22, H, carries 0.236; number 23, H, carries 0.247; number 24, H, carries 0.238; number 25, H, carries 0.231; number 26, H, carries 0.240; number 27, H, carries 0.254